A cluster of 13 separate species, C52H143N13O13 in total at a distorted geometry. Source: the OMol25 dataset; level of theory: ωB97M-V/def2-TZVPD.

Output
Multiplicity: 1
Molar mass in g/mol: 1158.79
F_max in eV/A: 3.42
E in eV: -102221.646
Highest occupied orbital energy in eV: -8.424
LUMO in eV: 0.34
ΔE to the lowest compared entry with this formula, charge and spin in kcal/mol: 102.9

```
221
Properties=species:S:1:pos:R:3:lowdin_charge:R:1
C 3.79 -1.35 3.84 -0.05
C 3.70 -2.54 4.84 -0.40
C 4.53 -3.71 4.27 -0.17
O 4.22 -4.16 2.91 -0.21
C 5.22 -5.03 2.40 -0.11
N 4.17 -2.11 6.16 0.06
H 4.74 -0.85 3.68 0.08
H 3.08 -0.60 4.19 0.04
H 3.40 -1.69 2.88 0.05
H 2.65 -2.79 4.97 0.12
H 4.51 -4.50 5.02 0.12
H 5.58 -3.45 4.34 0.12
H 5.56 -5.87 3.02 0.09
H 6.06 -4.48 1.98 0.09
H 4.78 -5.49 1.52 0.07
H 3.84 -2.79 6.84 0.07
H 3.68 -1.28 6.45 0.00
C 1.46 -3.56 -1.81 -0.03
C 2.55 -4.07 -0.87 -0.42
C 4.00 -4.09 -1.47 -0.15
O 3.96 -4.99 -2.59 -0.20
C 5.21 -5.28 -3.21 -0.11
N 2.60 -3.19 0.23 0.05
H 0.46 -3.48 -1.37 0.06
H 1.45 -4.13 -2.74 0.08
H 1.71 -2.54 -2.09 0.06
H 2.30 -5.05 -0.46 0.13
H 4.76 -4.44 -0.77 0.11
H 4.29 -3.12 -1.88 0.12
H 4.87 -5.72 -4.14 0.09
H 5.69 -6.16 -2.78 0.08
H 5.96 -4.49 -3.31 0.09
H 3.45 -3.37 0.75 0.06
H 1.79 -3.27 0.82 0.04
C -0.54 -3.66 3.94 -0.04
C 0.23 -4.14 2.71 -0.47
C 0.70 -5.62 2.70 -0.12
O -0.59 -6.36 2.78 -0.22
C -0.41 -7.75 3.11 -0.10
N -0.52 -3.78 1.58 0.06
H -1.01 -2.70 3.73 0.07
H 0.10 -3.61 4.82 0.07
H -1.37 -4.34 4.14 0.08
H 1.18 -3.62 2.56 0.10
H 1.33 -6.02 3.49 0.12
H 1.21 -5.81 1.76 0.11
H 0.04 -8.00 4.07 0.08
H 0.23 -8.13 2.32 0.08
H -1.34 -8.31 3.04 0.08
H -0.10 -4.14 0.73 0.06
H -1.35 -4.35 1.64 0.06
C -2.21 -2.71 -4.39 -0.04
C -2.99 -4.07 -4.26 -0.42
C -3.61 -4.26 -2.90 -0.20
O -2.55 -4.47 -1.93 -0.20
C -3.04 -4.87 -0.65 -0.08
N -3.96 -4.21 -5.35 0.04
H -1.61 -2.66 -5.30 0.07
H -1.56 -2.60 -3.52 0.05
H -2.88 -1.85 -4.29 0.06
H -2.24 -4.85 -4.40 0.14
H -4.23 -5.15 -2.97 0.12
H -4.22 -3.39 -2.64 0.10
H -3.58 -5.80 -0.79 0.09
H -3.58 -4.07 -0.14 0.09
H -2.16 -5.02 -0.01 0.06
H -4.62 -3.46 -5.22 0.07
H -4.49 -5.04 -5.12 0.06
C -2.64 5.18 1.72 -0.05
C -1.24 4.89 2.27 -0.39
C -0.24 4.42 1.22 -0.19
O 1.09 4.21 1.76 -0.18
C 1.96 3.54 0.83 -0.09
N -0.75 6.22 2.79 0.04
H -3.09 4.20 1.61 0.06
H -2.59 5.62 0.72 0.06
H -3.31 5.77 2.35 0.08
H -1.29 4.14 3.05 0.11
H -0.14 5.24 0.51 0.11
H -0.68 3.60 0.65 0.10
H 1.54 2.62 0.42 0.06
H 2.92 3.21 1.24 0.07
H 2.17 4.22 0.00 0.09
H -0.45 6.77 2.00 0.06
H 0.16 6.05 3.21 0.05
C -6.30 3.60 -7.86 -0.07
C -6.68 3.27 -6.42 -0.42
C -5.42 2.98 -5.55 -0.19
O -4.75 1.83 -6.05 -0.20
C -3.67 1.28 -5.23 -0.07
N -7.47 4.32 -5.81 0.04
H -5.63 2.84 -8.27 0.07
H -5.68 4.50 -7.97 0.07
H -7.04 3.75 -8.65 0.07
H -7.23 2.33 -6.41 0.12
H -5.73 2.75 -4.53 0.10
H -4.66 3.76 -5.49 0.13
H -2.89 2.03 -5.21 0.07
H -3.38 0.29 -5.57 0.08
H -3.94 1.02 -4.20 0.06
H -7.02 5.22 -5.87 0.08
H -8.36 4.45 -6.28 0.07
C 7.65 1.95 7.22 -0.08
C 6.13 2.06 7.10 -0.41
C 5.66 1.98 5.60 -0.18
O 4.43 2.64 5.42 -0.18
C 3.83 2.58 4.14 -0.11
N 5.59 1.03 7.97 0.03
H 8.03 1.05 6.74 0.08
H 8.04 2.00 8.24 0.08
H 8.14 2.76 6.68 0.07
H 5.87 3.02 7.54 0.13
H 5.59 0.93 5.31 0.11
H 6.43 2.36 4.93 0.12
H 4.43 3.02 3.35 0.09
H 2.96 3.24 4.11 0.08
H 3.35 1.64 3.86 0.05
H 4.65 0.83 7.67 -0.01
H 6.05 0.16 7.73 0.06
C 0.38 0.53 -5.11 -0.02
C 1.44 0.61 -3.92 -0.39
C 2.06 2.02 -3.72 -0.21
O 2.46 2.59 -4.91 -0.18
C 3.49 1.85 -5.71 -0.04
N 0.75 0.07 -2.77 0.03
H 0.05 -0.50 -5.28 0.06
H 0.91 0.76 -6.03 0.06
H -0.45 1.23 -5.01 0.07
H 2.26 -0.08 -4.14 0.11
H 2.83 2.00 -2.95 0.11
H 1.39 2.78 -3.32 0.11
H 3.27 0.80 -5.88 0.07
H 4.42 1.85 -5.13 0.07
H 3.67 2.35 -6.66 0.09
H 0.56 -0.90 -2.96 0.06
H 1.34 0.01 -1.95 0.02
C 1.48 -1.02 8.10 -0.05
C 1.69 -0.20 6.82 -0.41
C 0.54 0.81 6.53 -0.14
O 0.93 1.72 5.47 -0.22
C -0.05 2.74 5.23 -0.10
N 2.98 0.41 7.05 0.02
H 2.39 -1.45 8.53 0.08
H 0.83 -1.87 7.92 0.08
H 1.11 -0.44 8.95 0.08
H 1.74 -0.80 5.92 0.11
H 0.39 1.50 7.36 0.13
H -0.33 0.26 6.17 0.13
H 0.35 3.52 4.59 0.07
H -0.45 3.27 6.09 0.09
H -0.97 2.37 4.77 0.08
H 2.96 1.10 6.31 0.07
H 2.90 0.95 7.89 0.10
C -8.66 -0.02 -4.72 -0.07
C -8.68 0.60 -3.33 -0.43
C -7.39 0.33 -2.56 -0.17
O -7.32 -1.10 -2.25 -0.20
C -6.06 -1.57 -1.62 -0.07
N -8.88 2.04 -3.48 0.04
H -8.48 -1.09 -4.63 0.07
H -7.78 0.31 -5.28 0.07
H -9.52 0.13 -5.36 0.08
H -9.57 0.23 -2.82 0.14
H -7.24 0.92 -1.66 0.12
H -6.51 0.61 -3.14 0.10
H -6.11 -2.66 -1.64 0.08
H -6.03 -1.26 -0.58 0.08
H -5.18 -1.23 -2.16 0.06
H -9.64 2.16 -4.13 0.07
H -8.10 2.41 -3.99 0.03
C -0.59 5.18 -2.87 -0.06
C -2.09 5.36 -2.79 -0.44
C -2.75 4.01 -2.28 -0.16
O -4.16 4.28 -2.07 -0.20
C -4.72 3.16 -1.38 -0.11
N -2.34 6.46 -1.90 0.04
H -0.18 6.16 -3.15 0.08
H -0.25 4.43 -3.59 0.07
H -0.22 4.86 -1.90 0.06
H -2.54 5.53 -3.77 0.13
H -2.32 3.59 -1.37 0.08
H -2.69 3.30 -3.10 0.10
H -4.32 3.05 -0.37 0.08
H -4.68 2.23 -1.96 0.06
H -5.77 3.41 -1.22 0.09
H -2.29 7.32 -2.42 0.08
H -3.29 6.28 -1.59 0.06
C -2.86 -0.23 -0.95 -0.05
C -1.89 0.60 -0.06 -0.37
C -0.90 -0.31 0.72 -0.13
O 0.32 0.37 1.22 -0.24
C 0.73 -0.09 2.49 -0.09
N -1.16 1.48 -0.99 0.05
H -2.37 -0.79 -1.75 0.07
H -3.46 0.50 -1.49 0.04
H -3.59 -0.85 -0.43 0.06
H -2.47 1.22 0.62 0.13
H -0.48 -1.08 0.09 0.11
H -1.58 -0.76 1.44 0.12
H 1.04 -1.13 2.49 0.08
H -0.09 0.06 3.19 0.09
H 1.48 0.56 2.93 0.07
H -0.43 2.02 -0.56 0.04
H -0.70 0.90 -1.68 0.02
C 4.25 0.59 0.91 -0.06
C 3.57 0.68 -0.47 -0.42
C 4.51 0.16 -1.54 -0.17
O 5.60 1.08 -1.83 -0.18
C 6.49 0.67 -2.88 -0.11
N 2.40 -0.15 -0.37 0.06
H 3.54 0.87 1.69 0.05
H 5.09 1.28 0.92 0.08
H 4.62 -0.41 1.14 0.07
H 3.35 1.74 -0.56 0.12
H 3.78 0.05 -2.35 0.10
H 4.95 -0.81 -1.30 0.12
H 7.22 1.40 -3.24 0.09
H 5.94 0.31 -3.75 0.07
H 7.06 -0.22 -2.62 0.08
H 2.70 -1.04 0.01 0.05
H 1.69 0.20 0.26 0.03
```